{"formula": "C6H9N3", "method": "the ωB97M-V functional and the def2-TZVPD basis", "symbols": ["C", "C", "C", "C", "C", "C", "N", "N", "N", "H", "H", "H", "H", "H", "H", "H", "H", "H"], "positions_angstrom": [[1.816, 1.001, -0.981], [3.045, 0.855, -0.289], [3.588, -0.518, -0.056], [-1.044, 0.565, 1.453], [-0.867, -0.929, -0.443], [-0.482, 0.444, 0.040], [2.651, -1.058, 0.607], [0.942, 0.608, -0.066], [1.821, 0.144, 0.927], [1.541, 1.131, -1.986], [4.567, -0.808, -0.346], [-0.598, 1.512, 1.970], [-0.712, -0.288, 2.131], [-2.083, 0.664, 1.283], [0.084, -1.414, -0.683], [-1.481, -0.876, -1.389], [-1.305, -1.575, 0.416], [-1.072, 1.111, -0.653]], "total_charge": 0, "de_lowest_kj_mol": 415.07, "spin_multiplicity": 3, "energy_ha": -397.9406, "max_force_ev_per_a": 4.071, "homo_lumo_gap_ev": [7.07, 7.18]}